DFT (the ωB97M-V functional and the def2-TZVPD basis) results for C36H27CrGeO3 as an isolated structure in a non-equilibrium geometry.

Calculated values
Electronic energy ... -128829.199 eV
Kohn-Sham gap (alpha / beta) ... 6.8 / 3.8 eV
Lowest unoccupied orbital energy (alpha / beta) ... -0.1967 / -0.3601 Ha
Highest occupied orbital energy (alpha / beta) ... -12.143 / -13.634 eV

The geometry in ORCA input format:
```
! wB97M-V def2-TZVPD RIJCOSX def2/J DEFGRID3
* xyz 2 4
O -6.04792 0.27970 3.10387
C -4.97769 0.67735 3.34224
Cr -3.18213 1.23088 3.63293
C -2.87220 0.41283 1.96948
O -2.69784 -0.17164 0.97571
C -2.75282 -0.45711 4.34009
O -2.52775 -1.54673 4.69735
C -3.56109 2.59933 5.28032
C -3.97633 3.21486 4.09085
C -3.12403 3.24218 2.98219
C -1.80406 2.71151 3.05196
C -1.08453 2.33485 1.83715
C -0.46278 2.28941 0.77647
C 0.23793 2.31101 -0.40962
C -0.41760 2.74465 -1.61532
C 0.25955 2.91457 -2.84604
C -0.36804 3.52228 -3.93285
C -1.69927 3.96486 -3.81682
C -2.41993 3.70251 -2.64413
C -1.81007 3.04301 -1.57803
C -1.38867 2.19035 4.29245
C -2.23916 2.16212 5.40014
H -4.25582 2.48889 6.12705
H -4.98039 3.63968 4.01122
H -3.47019 3.62526 2.02185
H 1.33709 2.31763 -0.39931
H 1.28957 2.55515 -2.92770
H 0.17450 3.65554 -4.87228
H -2.17399 4.51198 -4.63267
H -3.46478 4.00003 -2.55734
H -2.37402 2.76550 -0.68849
H -0.37638 1.78133 4.34492
H -1.87551 1.76431 6.35311
H 0.98806 0.47335 -0.73563
Ge 1.54406 -0.97991 -0.95249
C 0.49475 -2.30475 -0.01156
C 0.30067 -3.60618 -0.49548
C -0.32304 -4.56505 0.31988
C -0.78670 -4.20653 1.58687
C -0.64223 -2.88642 2.04062
C -0.01973 -1.93362 1.23993
C 1.54824 -1.47301 -2.81820
C 2.49191 -2.37748 -3.32907
C 2.30882 -2.92333 -4.60643
C 1.22203 -2.51958 -5.38725
C 0.34133 -1.53347 -4.91490
C 0.52022 -0.98625 -3.64085
C 3.36093 -1.21662 -0.33454
C 3.78562 -2.43125 0.22903
C 5.15351 -2.66419 0.41929
C 6.08170 -1.66590 0.11196
C 5.64530 -0.41717 -0.35839
C 4.28146 -0.18303 -0.55998
H 0.63678 -3.88475 -1.49595
H -0.44784 -5.58621 -0.05388
H -1.28022 -4.94611 2.22225
H -1.02343 -2.59380 3.01832
H 0.08753 -0.90892 1.60247
H 3.36274 -2.66607 -2.73704
H 3.02828 -3.65657 -4.97904
H 1.07207 -2.95740 -6.37869
H -0.48473 -1.18253 -5.54015
H -0.14939 -0.19764 -3.28799
H 3.05781 -3.19520 0.50911
H 5.47479 -3.62891 0.81892
H 7.14915 -1.85053 0.26135
H 6.36299 0.38144 -0.56320
H 3.94289 0.79549 -0.91005
*
```

DFT (the ωB97M-V functional and the def2-TZVPD basis) results for C30H26AsCl2N3O8Pt as an isolated structure in a non-equilibrium geometry.

Calculated values
Electronic energy ... -141503.861 eV
Kohn-Sham gap (alpha / beta) ... 3.6 / 5.7 eV
Lowest unoccupied orbital energy (alpha / beta) ... 0.1418 / 0.1314 Ha
Highest occupied orbital energy (alpha / beta) ... 0.229 / -2.084 eV

The geometry in ORCA input format:
```
! wB97M-V def2-TZVPD RIJCOSX def2/J DEFGRID3
* xyz -2 3
Pt 0.23831 -1.27318 -0.49140
C 1.51045 -3.48252 2.96485
C 1.49167 -2.47083 1.90967
O 0.38810 -2.22237 1.35794
C 2.82875 -1.79053 1.69693
C 3.91290 -2.02937 2.52790
C 5.17667 -1.59541 2.22745
C 5.44402 -1.07709 0.95755
C 4.47073 -0.88089 -0.06103
C 2.99988 -1.27150 0.29014
O 2.16752 -1.06383 -0.61130
H 1.34226 -2.90930 3.97254
H 2.47267 -3.98332 2.80538
H 0.58981 -4.17512 2.89358
H 3.74326 -2.42312 3.50565
H 5.91411 -1.52855 3.07546
H 6.49696 -0.75161 0.71982
H 4.62105 -0.39575 -1.01028
O -3.85057 -1.94820 -0.89994
C -2.69020 -1.63492 -1.10892
O -1.77178 -1.42857 -0.16729
C -2.29247 -1.35200 -2.58995
C -2.90736 -1.96219 -3.56315
C -2.54748 -1.75406 -4.94224
C -1.87961 -0.55531 -5.25824
C -1.34861 0.17806 -4.28577
C -1.48835 -0.19981 -2.80473
N -0.97814 1.55495 -4.52391
O -0.77607 1.97797 -5.69784
O -0.75574 2.30247 -3.54464
N -2.88039 -2.55546 -6.01327
O -2.44617 -2.32555 -7.15777
O -3.77938 -3.41151 -5.75828
H -3.64918 -2.71973 -3.25274
H -1.74744 -0.20298 -6.28819
H -1.78785 0.65270 -2.22189
C -1.36269 1.80961 1.18021
As -0.07313 0.82684 2.35947
C -1.36752 -0.30700 3.30509
C 0.00036 2.41680 3.62840
C -1.29211 2.78139 4.34033
C -2.39231 3.28477 3.61063
C -3.59902 3.57992 4.25196
C -3.77406 3.33349 5.60179
C -2.67854 2.78934 6.34537
C -1.48042 2.42173 5.68194
H -1.26459 1.26997 0.22422
H -0.96848 2.77016 1.02811
H -2.39670 1.72918 1.49650
H -2.29964 0.27447 3.58923
H -1.02244 -0.78702 4.21196
H -1.61615 -1.11992 2.63471
H 0.26931 3.33963 3.02088
H 0.77867 2.38155 4.39413
H -2.21411 3.56649 2.57436
H -4.40567 4.06068 3.70290
H -4.77125 3.56045 6.04140
H -2.84945 2.60120 7.41246
H -0.61202 2.03897 6.19094
Cl 0.55520 -2.62334 -4.37389
C 1.51312 -1.09091 -4.00393
C 2.46389 -0.65712 -4.90824
C 3.16829 0.62291 -4.74694
C 2.82382 1.43400 -3.59115
C 1.91317 0.96960 -2.67397
Cl 1.65852 1.90743 -1.18554
C 1.14611 -0.18310 -2.95319
N -0.02286 -0.32611 -2.12137
H 2.64494 -1.12514 -5.88518
H 3.99564 0.79966 -5.46244
H 3.29980 2.35791 -3.57326
*
```

DFT (the ωB97M-V functional and the def2-TZVPD basis) results for an isolated molecule of C4H5NO.

Calculated values
SMILES ... O=CC[C@@H]1C=N1
Electronic energy ... -7763.958 eV
Kohn-Sham gap ... 10.7 eV
Energy relative to the best compared isomer or geometry (same formula, charge and spin) ... 59.2 kcal/mol
Lowest unoccupied orbital energy ... 0.0352 Ha
Highest occupied orbital energy ... -9.786 eV

The geometry in ORCA input format:
```
! wB97M-V def2-TZVPD RIJCOSX def2/J DEFGRID3
* xyz 0 1
O -2.19609 -0.84718 0.70665
C -1.12714 -0.31738 0.88273
C -0.55367 0.81086 0.05050
C 0.85358 0.42414 -0.37310
C 1.11600 -0.90676 -0.87529
N 1.49246 -0.78140 0.31513
H -0.43343 -0.65733 1.67855
H -1.18958 1.00908 -0.82014
H -0.54870 1.71231 0.68043
H 1.54272 1.23200 -0.61445
H 1.04385 -1.67834 -1.63102
*
```

DFT (the ωB97M-V functional and the def2-TZVPD basis) results for C24H39N4O2PtSSi2 as an isolated structure in a non-equilibrium geometry.

Calculated values
Electronic energy ... -65383.778 eV
Kohn-Sham gap (alpha / beta) ... 7.7 / 2.2 eV
Lowest unoccupied orbital energy (alpha / beta) ... -0.3140 / -0.4748 Ha
Highest occupied orbital energy (alpha / beta) ... -16.260 / -15.148 eV

The geometry in ORCA input format:
```
! wB97M-V def2-TZVPD RIJCOSX def2/J DEFGRID3
* xyz 3 5
Pt -0.01486 0.20753 -0.33381
C 3.57739 1.03407 3.07713
N 2.35075 1.81466 2.70794
C 1.61882 2.56587 3.71538
C 0.55473 3.07018 3.03550
N 0.58993 2.62100 1.68729
C 1.69475 1.77690 1.56349
S 2.10476 0.91523 0.11233
C -0.36198 3.07093 0.70371
C -0.87136 4.32326 0.69899
C -1.77503 4.70104 -0.29551
C -2.21065 3.77144 -1.20859
C -1.60178 2.51496 -1.19702
N -0.69646 2.16030 -0.26189
H 4.01299 1.57330 3.89625
H 4.26068 1.05807 2.19625
H 3.33055 -0.02276 3.35756
H 2.01859 2.78049 4.68736
H -0.20191 3.71909 3.39957
H -0.43626 5.04059 1.37209
H -2.11602 5.69428 -0.28839
H -3.06080 3.99214 -1.90830
H -1.78285 1.82014 -1.96794
C -1.82555 -0.00237 2.99847
Si -2.58115 -1.39331 1.92191
C -3.92582 -0.58227 0.83533
C -2.98223 -2.82845 2.93461
C -1.31505 -1.88077 0.55454
C -1.66048 -2.01830 -0.81799
C -2.24889 -3.07479 -1.55481
C -2.46957 -2.84844 -2.91400
C -1.98995 -1.70254 -3.55432
C -1.42370 -0.70498 -2.76949
N -1.40647 -0.75422 -1.43858
Si 0.11222 -3.05963 1.00903
C 1.78813 -2.57113 0.26796
C -0.25898 -4.86590 0.62049
C 0.49036 -2.78429 2.83939
H -0.96664 -0.38102 3.54657
H -2.55584 0.34967 3.72538
H -1.55319 0.85129 2.32411
H -4.74690 -0.18648 1.49005
H -4.30319 -1.33127 0.09526
H -3.56000 0.24052 0.22358
H -3.93434 -2.59566 3.46495
H -2.21889 -3.09429 3.69769
H -3.19682 -3.77830 2.37098
H -2.65301 -3.89318 -0.92427
H -2.91872 -3.65222 -3.53200
H -2.05929 -1.54735 -4.62973
H -1.01959 0.20894 -3.25600
H 1.65649 -2.45781 -0.82743
H 2.44633 -3.47862 0.40409
H 2.23197 -1.64678 0.70168
H -0.30154 -5.07848 -0.49146
H -1.16446 -5.36811 1.04029
H 0.67353 -5.40915 1.05219
H 1.33810 -3.42022 3.14084
H -0.35492 -2.97412 3.53019
H 0.77371 -1.70596 2.98824
C 5.06972 2.68399 -3.73494
C 4.36258 1.34822 -4.21638
C 4.17781 0.22732 -3.14789
O 3.95968 1.18003 -5.33751
H 5.31066 3.14689 -4.69191
H 6.01577 2.50388 -3.19354
H 4.38274 3.35872 -3.24279
H 4.56970 0.48563 -2.13401
H 4.57376 -0.69364 -3.51747
H 3.10228 0.11014 -3.12685
O -2.06794 1.93780 -4.29170
H -1.48990 2.71966 -4.38832
H -2.86650 2.20866 -4.79378
*
```

DFT (the ωB97M-V functional and the def2-TZVPD basis) results for a 2-piece molecular cluster, C5H9N3O2 overall in a non-equilibrium geometry.

Calculated values
SMILES ... CC/C=C\C#N.O/N=N\O
Electronic energy ... -13891.143 eV
Kohn-Sham gap ... 10.5 eV
Energy relative to the best compared isomer or geometry (same formula, charge and spin) ... 125.4 kcal/mol
Lowest unoccupied orbital energy ... 0.0144 Ha
Highest occupied orbital energy ... -10.088 eV

The geometry in ORCA input format:
```
! wB97M-V def2-TZVPD RIJCOSX def2/J DEFGRID3
* xyz 0 1
C -1.13198 1.60281 0.72730
C -1.80939 0.21696 0.42875
C -1.40423 -0.88960 1.34052
C -0.74402 -2.06477 1.16103
C -0.21016 -2.40478 -0.15735
N 0.17255 -2.45353 -1.25988
H -1.54810 2.39331 0.18582
H -0.07030 1.44115 0.38328
H -1.14993 1.85023 1.77262
H -2.89006 0.47075 0.44375
H -1.46947 -0.11539 -0.62600
H -1.69739 -0.79727 2.40976
H -0.35052 -2.78748 1.94289
O 2.18080 -0.42552 -1.93394
N 2.26245 0.08652 -0.61700
N 2.46356 1.28624 -0.46063
O 2.73146 2.14881 -1.39599
H 2.01817 -1.39048 -2.00203
H 2.64655 1.83204 -2.34290
*
```